A 11-piece molecular cluster, C41H112N8O11 overall in a non-equilibrium geometry. Source: OMol25; level of theory: ωB97M-V/def2-TZVPD.

XYZ file:
```
172
Properties=species:S:1:pos:R:3:forces:R:3:lowdin_charge:R:1
O 4.20992 1.29783 -1.55890 0.567 -0.344 0.434 -0.063
O 4.63217 -3.10612 -4.29344 -0.004 0.391 0.297 -0.205
O 3.07541 2.40395 1.28447 0.279 -0.429 -1.337 -0.085
O 0.37865 -0.08955 -4.60289 -1.400 1.095 0.793 -0.219
O -5.65891 3.07053 0.91388 -0.194 0.123 1.128 -0.187
O 0.43388 1.41029 1.62099 -0.394 -0.339 -0.185 -0.107
O 1.90349 -5.63634 1.29083 -1.184 0.620 -0.495 -0.212
O -1.89944 0.08371 5.89318 2.896 -0.070 0.297 -0.221
O -0.41103 -4.29264 -2.28912 -0.549 0.237 1.265 -0.222
O -0.82058 4.38929 7.14673 -0.302 -0.464 0.295 -0.185
O 1.87883 5.88292 -2.74915 0.215 0.674 0.661 -0.179
N 0.31665 -8.75653 0.42100 1.699 1.210 -0.294 0.038
N -1.59332 1.95882 -5.42667 -0.264 0.014 0.312 0.035
N 2.92114 -4.17301 -1.92784 0.143 -0.719 0.059 0.037
N -0.78142 2.20890 4.27476 -0.518 -0.050 -1.300 0.064
N -0.15032 -5.06062 -4.88114 0.144 -0.160 1.260 0.049
N 0.41812 3.96920 -4.53047 1.366 -0.546 0.741 0.042
N -6.50593 0.28761 1.85322 -1.025 0.238 -0.658 0.062
N -4.05215 1.11756 4.24333 0.498 0.517 0.808 0.066
C 3.37190 3.11804 3.38354 -0.489 0.653 2.994 -0.069
C -0.39322 3.37294 5.03863 0.334 -1.448 0.801 -0.473
C 0.75419 5.12083 -2.30814 0.489 0.624 -0.931 -0.215
C -1.65945 -4.33772 -2.95960 0.364 -0.999 -0.670 -0.195
C -0.75123 -0.74208 6.16778 -0.179 0.133 0.635 -0.073
C -0.60559 -4.20643 -0.87939 -0.806 -0.418 0.442 -0.107
C 2.26455 -1.85896 -1.64015 1.395 -0.246 1.128 -0.037
C 1.80705 -7.02491 1.27947 0.998 -0.227 -0.169 -0.228
C 6.25074 0.38597 -0.68552 -0.631 1.505 -0.854 -0.036
C -1.39513 2.00897 0.11306 0.520 -1.931 -0.802 -0.031
C 0.36914 -7.36390 0.98309 0.262 -1.691 -1.101 -0.435
C 4.22614 -2.31402 -5.42564 1.169 -2.106 0.339 -0.091
C -5.45828 -0.47119 5.31113 -2.301 0.376 -0.964 -0.098
C 5.55520 1.00166 -1.91577 1.667 1.151 0.591 -0.466
C 1.09968 -0.84413 -5.50749 0.677 -0.393 -0.078 -0.130
C -5.47461 0.54976 0.86990 2.988 -0.417 0.278 -0.462
C -1.02839 -0.32729 -4.56962 -0.529 -0.249 0.090 -0.192
C -3.41193 0.59999 -4.25840 0.249 0.523 1.629 -0.063
C -1.91134 0.94799 -4.41712 1.455 0.366 0.869 -0.430
C 0.62836 3.83561 -3.06105 -0.145 -1.792 -1.269 -0.377
C 3.13585 -5.18460 1.68384 1.651 0.457 0.158 -0.144
C -1.01287 -0.44266 0.86722 0.270 0.297 -2.045 -0.042
C -4.52680 3.51999 1.66346 -0.336 0.609 -1.150 -0.087
C 2.88579 -2.82465 -2.61016 0.311 -2.420 0.529 -0.390
C -0.33570 0.90132 0.48382 0.029 1.227 0.067 -0.400
C -1.64892 4.57174 8.28234 2.845 0.733 0.839 -0.109
C -0.37639 4.58559 4.18620 0.689 0.034 -0.401 -0.052
C -4.20769 0.32761 5.45534 0.336 -0.442 0.117 -0.441
C 4.31307 -2.49706 -3.00859 0.151 1.168 -2.208 -0.167
C 6.32651 2.30400 -2.37426 -1.403 -1.373 -1.743 -0.037
C 4.53175 4.35448 1.53260 -0.826 0.870 -0.689 -0.042
C -5.36725 -0.57060 -0.21829 1.389 1.323 1.850 -0.043
C 1.79786 2.78963 -2.76443 -1.602 1.156 -1.591 -0.033
C 4.06848 3.05583 2.09817 -0.127 -1.044 -0.471 -0.508
C 1.76255 7.30148 -2.49750 0.018 -0.418 -2.196 -0.092
C -0.41737 -7.33571 2.23295 -0.988 0.381 0.419 -0.074
C -3.04624 -0.63602 5.88200 -2.821 -0.295 -0.924 -0.249
C -5.47771 1.88243 0.17293 -1.704 1.090 -0.649 -0.233
C -2.39476 -4.22844 -5.44238 -0.697 0.319 1.406 -0.058
C -1.25411 -4.19071 -4.43495 -0.718 -0.389 -0.359 -0.449
C -1.32602 3.41983 6.23962 -0.216 0.113 0.268 -0.198
H -1.77697 2.31234 1.03818 -0.895 0.484 1.518 0.032
H -2.24881 1.60353 -0.49718 0.916 0.392 0.334 0.081
H 0.81759 4.85055 -1.28749 0.274 0.076 1.524 0.107
H 1.17955 4.49623 -4.92835 0.133 0.192 -0.071 0.068
H 7.26898 2.08171 -2.92584 -0.633 -0.037 0.513 0.088
H 2.35870 3.49844 3.35521 -0.417 -0.181 -0.660 0.060
H -1.38100 -1.01038 -0.04348 0.446 0.866 0.673 0.074
H 1.40591 -2.23680 -1.13376 -0.573 -0.664 0.416 0.054
H -4.12134 2.73745 2.25559 0.543 -0.801 0.506 0.036
H -1.36057 -0.84091 -5.51722 0.302 0.120 0.876 0.138
H -3.82879 1.47991 -3.66921 -0.072 -1.070 -1.192 0.091
H 0.20850 -0.22904 6.22720 -0.462 0.980 0.337 0.088
H -1.47613 -4.86456 -0.59977 1.058 -0.020 -0.010 0.097
H -1.46017 -7.46803 1.98219 -0.492 -0.816 0.082 0.073
H -1.35185 4.60355 3.76632 -0.940 0.752 -0.778 0.067
H -1.60993 2.39584 6.64222 1.141 0.931 0.091 0.132
H -6.50212 0.89463 2.67038 0.752 0.047 -0.174 0.061
H 1.41355 1.81422 -3.13532 0.615 0.498 0.272 0.077
H 3.17845 -5.06668 -2.46365 -0.841 2.312 0.804 0.115
H 5.08929 -2.86566 -2.33857 -0.384 0.063 0.320 0.127
H -0.34294 -6.05443 -4.67276 -0.027 0.636 -0.166 0.083
H -0.48131 -6.32131 2.60664 0.685 0.211 0.612 0.083
H 2.08887 -0.35233 -5.49274 -0.173 -0.769 -0.173 0.093
H 5.67361 -0.44392 -0.34230 -0.033 -0.813 0.322 0.063
H -0.01889 -6.64070 0.25033 0.145 -0.032 0.272 0.116
H 1.94163 2.80654 -1.70548 0.323 -0.263 0.734 0.056
H -0.24954 3.27398 -2.68385 0.089 0.675 -0.001 0.118
H 3.23538 -2.59665 -5.72826 -0.714 0.355 -0.038 0.059
H -3.23321 -3.55595 -5.16113 0.405 -0.408 0.069 0.085
H -3.07153 -1.47595 5.15696 0.492 0.125 0.127 0.133
H -4.45507 0.46340 1.32594 -0.776 0.130 0.451 0.113
H 0.34323 -4.50551 -0.38982 -0.803 0.169 -0.056 0.067
H 1.14218 -1.94425 -5.23843 0.067 1.093 -0.285 0.086
H 6.31805 1.14580 0.11402 -0.140 -0.282 -0.283 0.082
H 1.95948 -0.93953 -2.00682 -0.648 1.730 -1.625 0.042
H -2.67009 4.73464 8.08205 -1.334 0.251 -0.530 0.067
H 6.52340 2.97232 -1.57149 0.024 0.625 0.680 0.052
H -0.97561 -3.22666 -0.47921 0.703 -0.218 -0.751 0.077
H 3.64845 5.05063 1.54435 0.866 -0.452 -0.285 0.105
H -6.39205 0.18422 5.12859 1.604 -0.808 0.128 0.104
H 2.99590 -1.51323 -0.89513 0.000 -0.595 0.157 0.091
H -3.98174 0.33891 -5.15953 0.320 0.487 0.054 0.073
H 4.42624 -1.38216 -3.17964 -0.105 -0.949 0.565 0.106
H 2.10097 -4.27780 -1.31513 0.691 -0.377 -0.806 0.028
H -2.20539 -5.31697 -2.78574 0.591 0.764 0.023 0.143
H 3.77088 3.77535 4.18024 0.630 -0.268 -0.576 0.100
H 3.89206 -5.50877 0.91290 -0.205 0.189 1.077 0.105
H -4.51398 -0.35433 -0.89475 -0.588 -0.199 0.313 0.074
H -1.50966 3.73826 8.95435 -0.322 -0.603 0.275 0.077
H -6.36915 1.88383 -0.46758 -0.083 -0.026 -0.133 0.131
H -7.39287 0.55114 1.40582 0.150 -0.409 0.139 0.085
H -0.58891 2.13016 -5.42165 -0.152 0.123 0.192 0.041
H -0.59851 -9.14789 0.37120 -0.672 0.030 -0.137 0.050
H -0.81252 -3.22693 -4.48868 0.288 1.177 -0.049 0.086
H -0.21268 -1.04508 1.26638 -0.156 -0.407 0.736 0.067
H -4.66299 2.03811 -0.51440 0.857 -0.358 -0.219 0.104
H 5.30572 4.79139 2.15289 0.183 0.052 0.129 0.079
H 4.88293 -2.60052 -6.26381 -0.066 0.222 0.356 0.095
H 3.46051 1.99344 0.48061 0.052 0.443 0.432 0.081
H 4.88095 2.35084 2.26365 0.497 0.020 -0.406 0.134
H 1.39226 1.60053 1.47371 -0.880 -0.161 -0.340 0.063
H 3.38873 -5.44766 2.74789 0.007 -0.382 -0.914 0.103
H 7.25326 0.15940 -0.99875 0.465 -0.576 0.144 0.076
H 0.67282 -0.71431 -6.49910 0.016 -0.280 -0.400 0.088
H -0.51538 -1.43583 5.38784 -0.619 -0.798 -0.780 0.079
H -0.72693 1.32471 4.78202 0.076 0.641 -0.592 0.049
H -5.18946 -1.46621 0.36468 -0.124 -0.449 -0.391 0.075
H 0.63434 3.27600 5.35296 0.593 -0.226 0.928 0.122
H -0.03834 -8.08363 2.95178 -0.379 0.513 -0.189 0.101
H 4.92302 4.23735 0.50315 -0.281 0.135 0.468 0.080
H -3.29818 1.79096 4.39883 0.082 -0.347 -0.520 0.051
H -3.79012 3.89204 0.92361 0.008 -0.031 0.573 0.089
H -1.19099 -0.92791 -3.65678 -0.310 -0.321 -0.528 0.117
H 2.69505 7.80651 -2.79725 -0.325 -0.522 -0.344 0.090
H -5.70523 -1.02768 6.18809 0.001 -0.599 0.737 0.057
H -5.40414 -1.18339 4.45772 0.037 0.457 0.428 0.086
H 2.15280 -7.33802 2.25973 -0.356 -0.675 0.490 0.119
H 3.12525 -4.09934 1.69433 -0.102 0.213 -0.282 0.080
H -0.44502 4.35013 -4.86509 -0.544 0.191 0.418 0.062
H -1.19485 5.43644 8.83575 -0.694 -0.509 -0.558 0.103
H -4.81489 4.32298 2.36433 -0.142 -0.280 -0.592 0.097
H -0.91791 -1.28202 7.10564 0.100 -0.029 -0.069 0.093
H -1.59294 1.46362 -3.43700 -0.418 -0.938 -1.122 0.136
H 0.90789 7.70042 -3.08562 0.488 -0.110 0.120 0.094
H -0.10503 5.49774 4.73208 -0.219 -0.275 -0.172 0.093
H -2.29115 -3.52802 -2.57865 -0.153 0.094 -0.357 0.122
H 4.37166 -1.29423 -5.16837 -0.224 1.161 -0.138 0.062
H -2.01949 -3.85730 -6.35887 0.344 0.071 -1.155 0.057
H 2.70205 3.11736 -3.29910 -0.130 -0.216 0.164 0.078
H -2.29619 3.78382 5.94864 -0.748 0.299 -0.757 0.112
H -1.82967 1.68022 -6.36072 -0.333 -0.371 -0.413 0.062
H -4.28429 1.01911 6.28459 -0.242 0.404 0.198 0.134
H 5.59853 0.34323 -2.78697 -0.185 -0.329 0.200 0.110
H -2.78484 -5.23489 -5.54970 -0.089 -0.178 -0.175 0.074
H 0.37090 4.37369 3.39556 -0.456 0.478 0.155 0.074
H 2.30241 -2.95727 -3.52166 -0.142 0.546 -0.186 0.109
H 0.75245 -8.71924 -0.51304 -0.549 -0.369 0.622 0.077
H -1.90596 -0.30573 1.47335 0.331 0.019 0.546 0.062
H 0.59701 -4.79436 -4.21830 -0.121 -0.575 -0.620 0.060
H -0.95655 2.89625 -0.32009 0.225 0.060 -0.439 0.057
H 3.35907 2.11552 3.80989 -0.313 -0.002 0.081 0.093
H -0.44939 2.17865 3.29073 0.019 -0.249 1.236 0.059
H 2.55474 -7.49706 0.60092 -0.532 0.360 -0.224 0.135
H -6.28052 -0.56267 -0.71274 -1.605 -0.533 -1.315 0.047
H 3.83294 1.76396 -2.29682 -0.553 0.356 -0.400 0.024
H 1.62111 7.64551 -1.51435 -0.375 -0.393 1.837 0.060
H 5.61574 2.75023 -3.12646 0.888 0.134 0.661 0.086
H -3.53219 -0.27435 -3.56791 0.273 0.579 -0.496 0.067
H -0.11482 5.73263 -2.45571 -0.837 0.252 -0.074 0.116
H -3.32918 -1.05675 6.86746 0.313 0.099 -0.121 0.133
H 0.39882 0.79692 -0.32483 -0.378 -0.407 -0.117 0.121
H -3.83689 0.53312 3.45104 0.245 -0.134 -0.192 0.054
```
Forces are in eV/Å.

Results
**Energy above the lowest of the compared OMol25 structures with the same formula, charge and spin**: 3.427 eV
**HOMO energy**: -8.18 eV
**E_tot**: -78769.5330 eV
**SMILES**: COC[C@H](C)N.COC[C@H](C)N.COC[C@H](C)N.COC[C@H](C)N.COC[C@H](C)N.COC[C@H](C)N.COC[C@H](C)N.COC[C@H](C)N.CC(C)O.CC(C)O.CC(C)O